{"formula": "C26H46Cl3N2O5S3Si6TeW", "method": "the ωB97M-V functional and the def2-TZVPD basis", "symbols": ["W", "O", "C", "O", "C", "C", "C", "C", "C", "N", "C", "O", "O", "H", "H", "H", "H", "C", "Si", "C", "C", "C", "C", "C", "C", "N", "C", "S", "H", "H", "H", "H", "H", "H", "H", "H", "H", "H", "H", "H", "C", "Si", "C", "C", "Si", "Te", "Si", "C", "C", "C", "Si", "C", "C", "C", "H", "H", "H", "H", "H", "H", "H", "H", "H", "H", "H", "H", "H", "H", "H", "H", "H", "H", "H", "H", "H", "H", "H", "H", "H", "H", "H", "C", "O", "C", "S", "S", "H", "H", "H", "Cl", "Si", "Cl", "Cl"], "positions_angstrom": [[0.26, -0.96, 1.64], [-0.49, -2.54, 5.48], [-0.58, -2.16, 4.20], [0.38, -1.47, 3.69], [-1.66, -2.55, 3.39], [-2.84, -3.24, 3.73], [-3.69, -3.62, 2.71], [-3.34, -3.39, 1.36], [-2.20, -2.68, 1.10], [-1.45, -2.18, 2.10], [-1.55, -2.50, -0.25], [-2.10, -2.87, -1.27], [-0.35, -1.99, -0.17], [0.29, -2.07, 5.84], [-3.05, -3.47, 4.76], [-4.60, -4.15, 2.94], [-3.93, -3.76, 0.53], [5.72, -4.80, -1.15], [4.29, -4.56, 0.04], [4.94, -4.66, 1.80], [3.01, -5.89, -0.29], [3.57, -2.84, -0.27], [4.05, -2.02, -1.27], [3.50, -0.76, -1.52], [2.47, -0.32, -0.71], [2.03, -1.09, 0.31], [2.52, -2.33, 0.49], [1.60, -3.12, 1.72], [6.14, -5.79, -1.01], [6.52, -4.07, -0.98], [5.41, -4.72, -2.19], [5.41, -5.63, 1.98], [4.14, -4.52, 2.53], [5.69, -3.88, 1.98], [3.47, -6.88, -0.20], [2.62, -5.79, -1.31], [2.17, -5.83, 0.39], [4.87, -2.35, -1.90], [3.85, -0.12, -2.32], [2.00, 0.63, -0.83], [-4.52, 1.38, -1.59], [-3.09, 1.39, -2.82], [-3.56, 2.44, -4.33], [-2.71, -0.36, -3.37], [-1.23, 2.40, -1.78], [-0.66, 0.99, 0.18], [-1.71, 4.47, -0.77], [-0.12, 5.15, -0.03], [-2.99, 4.24, 0.58], [-2.37, 5.66, -2.09], [0.62, 2.44, -3.23], [0.26, 3.56, -4.71], [0.95, 0.68, -3.84], [2.16, 3.09, -2.35], [-5.28, 0.67, -1.92], [-4.97, 2.36, -1.50], [-4.19, 1.08, -0.60], [-4.60, 2.23, -4.60], [-2.93, 2.20, -5.19], [-3.48, 3.51, -4.15], [-3.63, -0.83, -3.73], [-2.31, -0.98, -2.57], [-1.99, -0.37, -4.19], [0.33, 4.42, 0.65], [-0.33, 6.06, 0.53], [0.62, 5.38, -0.80], [-2.74, 3.40, 1.23], [-3.99, 4.07, 0.18], [-3.02, 5.13, 1.21], [-1.69, 5.77, -2.94], [-2.50, 6.65, -1.64], [-3.33, 5.34, -2.47], [-0.66, 3.28, -5.23], [1.08, 3.51, -5.43], [0.16, 4.61, -4.41], [0.28, 0.42, -4.66], [0.79, -0.05, -3.04], [1.98, 0.59, -4.19], [2.18, 4.18, -2.35], [3.06, 2.73, -2.86], [2.21, 2.77, -1.31], [-0.93, 0.52, 6.94], [-0.97, 0.29, 5.53], [-1.79, 1.01, 4.76], [-2.86, 2.14, 5.34], [-1.61, 0.77, 3.06], [-0.61, -0.42, 7.39], [-1.91, 0.81, 7.31], [-0.21, 1.31, 7.15], [2.79, 2.21, 1.32], [1.90, 0.83, 2.63], [1.42, 1.97, 4.29], [3.62, -0.15, 3.33]], "lowdin_charge": [1.00, 0.12, -0.49, -0.32, -0.22, 0.01, -0.06, 0.01, -0.17, -0.06, -0.60, 0.06, -0.29, 0.13, 0.12, 0.10, 0.11, -0.19, 0.51, -0.18, -0.18, -0.23, -0.06, -0.05, -0.19, -0.19, -0.71, 0.75, 0.03, 0.03, 0.03, 0.03, 0.01, 0.03, 0.03, 0.03, 0.01, 0.09, 0.10, 0.01, -0.22, 0.34, -0.22, -0.20, 0.11, 0.66, 0.34, -0.21, -0.21, -0.22, 0.35, -0.22, -0.21, -0.22, 0.03, 0.02, 0.02, 0.03, 0.02, 0.01, 0.04, 0.00, 0.02, 0.02, 0.03, 0.02, 0.01, 0.02, 0.03, 0.01, 0.03, 0.01, 0.01, 0.03, 0.02, 0.02, 0.02, 0.02, 0.02, 0.03, -0.04, -0.11, -0.29, -1.32, 0.57, 0.46, 0.08, 0.04, 0.09, 0.21, -0.67, 0.26, 0.16], "total_charge": -1, "multiplicity": 3, "homo_energy_ev": [-3.96, -4.62], "gap_ev": [5.81, 5.85]}